The following is a DFT calculation (the ωB97M-V functional and the def2-TZVPD basis) of C4H3NO2 in the gas phase at a distorted geometry.

Calculated values
E_HOMO ... -9.9692 eV
Relative energy (zero: lowest compared OMol25 entry of this formula, charge and spin) ... 413.4 kJ/mol
LUMO energy ... -0.720 eV
Multiplicity ... 1
SMILES ... O=c1cccno1
Gap between HOMO and LUMO ... 9.25 eV
Max |F| ... 0.19466 Eh/bohr

Last columns: bonded neighbours and bond lengths (Å).
Cartesian coordinates (Å):
1 O -0.1383 -1.8661 -1.7264  C2 1.197
2 C 0.2022 -0.9658 -1.0144  O1 1.197, C3 1.472, O7 1.192
3 C -0.4086 -0.9247 0.3240  C2 1.472, C4 1.317, H8 0.986
4 C -0.2823 0.1838 1.0229  C3 1.317, C5 1.406, H9 0.951
5 C 0.2844 1.2571 0.3130  C4 1.406, N6 1.346, H10 1.053
6 N 0.9818 1.2199 -0.8372  C5 1.346, O7 1.371
7 O 0.9108 -0.0588 -1.3261  C2 1.192, N6 1.371
8 H -1.1496 -1.5189 0.5879  C3 0.986
9 H -0.6044 0.4802 1.8674  C4 0.951
10 H 0.2039 2.1933 0.7889  C5 1.053

Mulliken atomic charge list, values in e, 6 entries: -0.584, 0.590, -0.427, -0.415, -0.092, -0.346